1.
Molecular formula: C15H32FeI2N5O2PSi
Method: DFT, wB97M-V/def2-TZVPD

Geometry (Å):
Fe1 0.42 1.03 -0.26
I1 4.75 0.83 0.04
C1 4.19 2.61 -0.97
I2 2.26 2.55 -1.90
H1 4.90 2.80 -1.76
H2 4.16 3.41 -0.25
C2 -0.81 4.63 -1.37
C3 -1.74 3.46 -1.31
C4 -3.09 3.61 -1.74
C5 -3.98 2.55 -1.64
C6 -3.55 1.35 -1.11
C7 -2.19 1.24 -0.71
N1 -1.31 2.30 -0.86
N2 -1.60 0.19 -0.19
Si1 -2.29 -1.32 0.48
C8 -2.84 -2.42 -0.92
C9 -3.69 -0.89 1.63
C10 -0.83 -2.11 1.35
H3 -1.32 5.54 -1.05
H4 -0.46 4.80 -2.39
H5 0.05 4.47 -0.72
H6 -3.41 4.56 -2.13
H7 -5.01 2.67 -1.96
H8 -4.21 0.50 -0.99
H9 -3.44 -1.87 -1.65
H10 -3.46 -3.23 -0.52
H11 -1.99 -2.86 -1.43
H12 -4.64 -0.86 1.08
H13 -3.54 0.07 2.12
H14 -3.78 -1.66 2.40
H15 -0.25 -2.66 0.60
H16 -1.14 -2.81 2.13
H17 -0.18 -1.35 1.80
C11 -0.51 1.47 4.98
C12 0.82 1.88 4.33
C13 0.82 1.63 2.89
N3 0.81 1.43 1.77
H18 -0.51 1.79 6.02
H19 -0.65 0.39 4.96
H20 -1.36 1.95 4.48
H21 1.65 1.32 4.76
H22 1.03 2.94 4.50
N4 2.36 -2.44 -3.87
C14 3.12 -1.94 -2.67
P1 1.94 -2.01 -1.25
O1 1.05 -3.17 -1.63
O2 1.37 -0.65 -1.00
C15 2.82 -2.64 0.26
N5 2.32 -4.04 0.51
H23 1.67 -3.13 -3.52
H24 2.96 -2.87 -4.58
H25 1.83 -1.69 -4.32
H26 3.51 -0.94 -2.85
H27 3.95 -2.62 -2.49
H28 2.55 -2.00 1.09
H29 3.90 -2.64 0.15
H30 1.57 -4.21 -0.19
H31 1.93 -4.16 1.45
H32 3.04 -4.75 0.39

The value obtained for the LUMO energy (alpha / beta) is -7.807 / -9.945 eV. As for the total charge: +3. The calculation puts the HOMO-LUMO gap (alpha / beta) at 8.709 / 7.239 eV. The spin multiplicity is 6. The total energy is -95354.5086 eV. The expectation value of S² is 8.8006. The energy relative to the best compared isomer or geometry (same formula, charge and spin) comes out at 0.0 kJ/mol. For the HOMO energy (alpha / beta), the calculation gives -16.52 / -17.18 eV.

***

2.
Molecular formula: C21H25BO4
Method: DFT, wB97M-V/def2-TZVPD

Geometry (Å):
C1 4.54 -2.74 -0.09
C2 3.91 -1.59 0.43
C3 4.29 -0.77 1.42
C4 3.60 0.39 1.23
C5 2.56 -0.03 0.43
B1 1.74 2.57 -0.73
O1 1.50 2.09 0.85
C6 0.34 2.73 1.16
C7 -0.43 2.46 -0.81
C8 -1.31 1.39 -0.21
C9 0.33 1.86 -1.95
O2 1.80 1.70 -1.80
C10 0.04 4.00 -0.85
O3 1.62 3.81 -0.93
O4 2.72 -1.13 -0.21
H1 5.63 -2.49 -0.30
H2 4.57 -3.65 0.57
H3 3.98 -3.29 -0.84
H4 5.12 -0.84 2.06
H5 3.54 1.33 1.74
H6 -0.43 2.32 1.85
H7 0.61 3.78 1.42
H8 -1.99 1.04 -0.96
H9 0.78 0.31 0.31
H10 -1.95 1.81 0.62
H11 0.06 0.88 -2.30
H12 0.42 2.50 -2.84
H13 -0.28 4.36 -1.84
H14 -0.19 4.65 0.01
C11 -3.58 0.18 0.70
C12 -3.40 -0.33 2.06
C13 -1.86 -0.87 2.05
C14 -0.64 -0.47 1.61
C15 -0.29 0.01 0.19
C16 -0.66 -1.15 -0.78
C17 -0.50 -2.55 -0.38
C18 -1.58 -3.38 -0.80
C19 -2.78 -2.85 -1.38
C20 -2.68 -1.57 -2.01
C21 -1.49 -0.85 -1.90
H15 -3.63 -0.68 0.09
H16 -4.41 0.78 0.43
H17 -3.71 0.47 2.72
H18 -4.10 -1.26 1.99
H19 -1.84 -1.87 2.54
H20 0.28 -1.06 2.04
H21 0.08 -3.02 0.48
H22 -1.72 -4.42 -0.38
H23 -3.74 -3.43 -1.61
H24 -3.45 -1.18 -2.68
H25 -1.39 0.05 -2.43

The value obtained for the LUMO energy is -2.492 eV. As for the total charge: 0. The calculation puts the HOMO-LUMO gap at 2.897 eV. The spin multiplicity is 1. The total energy is -31029.1404 eV. The energy relative to the best compared isomer or geometry (same formula, charge and spin) comes out at 1263.4 kJ/mol. For the HOMO energy, the calculation gives -5.39 eV.

***

3.
Molecular formula: C10H13N
Method: DFT, wB97M-V/def2-TZVPD

Geometry (Å):
C1 1.33 -2.51 -0.62
C2 0.72 -1.94 0.46
C3 1.03 -1.78 -1.70
C4 0.00 -0.79 0.02
C5 1.00 1.01 2.43
C6 -0.38 0.80 1.91
C7 0.58 0.86 -3.03
C8 -0.24 0.13 -2.29
C9 -0.75 0.23 0.73
C10 -2.03 0.75 0.06
N1 0.23 -0.73 -1.32
H1 1.96 -3.32 -0.66
H2 0.89 -2.27 1.52
H3 1.35 -1.76 -2.69
H4 1.30 2.04 2.48
H5 1.07 0.78 3.44
H6 -1.07 1.45 2.44
H7 0.25 1.57 -3.77
H8 1.57 1.04 -2.66
H9 -1.24 -0.05 -2.68
H10 1.72 0.41 1.86
H11 -2.45 0.10 -0.78
H12 -1.85 1.80 -0.16
H13 -2.68 0.86 0.88

The value obtained for the LUMO energy is 0.966 eV. As for the total charge: 0. The calculation puts the HOMO-LUMO gap at 8.509 eV. The spin multiplicity is 1. The total energy is -12068.3163 eV. As for the structure (SMILES): C=Cn1cccc1/C(C)=C\C. The energy relative to the best compared isomer or geometry (same formula, charge and spin) comes out at 265.9 kJ/mol. For the HOMO energy, the calculation gives -7.54 eV.

***

4.
Molecular formula: C4H13N2O3S
Method: DFT, wB97M-V/def2-TZVPD

Geometry (Å):
O1 1.46 0.14 -1.32
C1 1.48 1.04 -0.51
N1 0.34 1.46 0.15
C2 -0.80 0.57 0.32
C3 -2.14 1.33 0.46
S1 -1.97 2.46 1.92
C4 -0.54 -0.38 1.49
N2 -0.02 -1.72 1.09
H1 2.19 1.88 -0.41
H2 0.23 2.20 0.86
H3 -0.92 0.07 -0.65
H4 -2.90 0.56 0.66
H5 -2.24 1.87 -0.48
H6 -1.55 -0.58 1.90
H7 0.08 -0.04 2.30
H8 0.89 -1.85 1.53
H9 0.03 -1.84 0.10
H10 2.48 -3.44 -0.95
H11 1.29 -3.75 -0.10
O2 1.77 -4.11 -0.86
H12 1.31 -0.80 -3.31
H13 1.50 -2.29 -3.25
O3 1.65 -1.54 -3.88

The value obtained for the LUMO energy is 3.033 eV. As for the total charge: -1. The calculation puts the HOMO-LUMO gap at 6.213 eV. The spin multiplicity is 1. The total energy is -24317.9855 eV. The energy relative to the best compared isomer or geometry (same formula, charge and spin) comes out at 187.2 kJ/mol. For the HOMO energy, the calculation gives -3.18 eV.

***

5.
Molecular formula: C8H9N2O5SV
Method: DFT, wB97M-V/def2-TZVPD

Geometry (Å):
O1 -0.40 3.29 -7.41
C1 -0.42 3.24 -6.27
V1 -0.35 0.92 -2.03
C2 -0.51 1.59 -0.21
O2 -0.63 1.91 0.90
C3 -0.40 -0.93 -2.06
O3 -0.49 -2.10 -2.12
C4 1.51 1.19 -2.53
O4 2.67 1.10 -2.66
C5 -2.34 1.10 -2.52
O5 -3.48 0.94 -2.65
H1 -0.35 0.74 -3.59
C6 -1.17 -1.49 2.59
N1 -0.49 -1.25 1.31
C7 0.74 -0.76 1.15
S1 1.46 -0.41 -0.43
N2 1.56 -0.38 2.14
C8 1.45 -0.63 3.59
H2 -0.64 -2.25 3.21
H3 -2.17 -1.89 2.35
H4 -1.31 -0.55 3.18
H5 -1.01 -1.41 0.44
H6 2.41 0.06 1.77
H7 1.37 -1.72 3.82
H8 2.40 -0.25 4.00
H9 0.61 -0.06 4.03

The value obtained for the LUMO energy (alpha / beta) is -10.150 / -10.429 eV. As for the total charge: +2. The calculation puts the HOMO-LUMO gap (alpha / beta) at 7.381 / 7.116 eV. The spin multiplicity is 3. The total energy is -58161.8474 eV. The expectation value of S² is 2.0417. The energy relative to the best compared isomer or geometry (same formula, charge and spin) comes out at 68.9 kJ/mol. For the HOMO energy (alpha / beta), the calculation gives -17.53 / -17.55 eV.

***

6.
Molecular formula: C14H43N3O7
Method: DFT, wB97M-V/def2-TZVPD

Geometry (Å):
C1 12.69 7.54 10.62
O1 14.04 7.68 10.04
C2 14.81 8.70 10.65
C3 15.93 9.16 9.77
N1 15.45 9.45 8.38
C4 14.54 10.55 8.20
C5 14.55 11.02 6.79
O2 13.53 12.02 6.62
C6 13.13 12.09 5.27
H1 12.18 8.48 10.49
H2 12.74 7.30 11.65
H3 12.23 6.67 10.10
H4 15.10 8.24 11.66
H5 14.18 9.59 10.78
H6 16.64 8.41 9.57
H7 16.56 10.03 10.01
H8 14.99 8.60 8.02
H9 14.81 11.36 8.88
H10 13.49 10.35 8.54
H11 14.40 10.14 6.04
H12 15.51 11.40 6.58
H13 12.32 12.82 5.15
H14 12.75 11.14 4.95
H15 14.00 12.43 4.67
C7 7.59 12.12 10.93
C8 8.23 13.54 10.69
C9 9.68 13.26 10.25
O3 10.32 12.38 11.16
C10 11.51 11.85 10.67
N2 7.44 14.29 9.78
H16 7.44 11.62 9.99
H17 6.57 12.25 11.33
H18 8.27 11.49 11.56
H19 8.24 14.04 11.65
H20 10.25 14.22 10.25
H21 9.67 12.77 9.26
H22 12.20 12.64 10.33
H23 11.34 11.20 9.86
H24 12.01 11.26 11.45
H25 7.51 13.97 8.78
H26 7.56 15.31 9.76
C11 12.82 16.87 5.85
C12 12.11 16.38 7.17
C13 10.68 16.95 7.32
O4 10.83 18.33 7.58
C14 9.57 18.91 7.77
N3 12.01 14.91 7.08
H27 12.27 16.46 4.95
H28 13.89 16.48 5.68
H29 13.03 17.93 5.76
H30 12.63 16.84 7.98
H31 10.18 16.39 8.11
H32 10.14 16.70 6.42
H33 8.92 18.69 6.90
H34 9.74 19.98 7.89
H35 9.02 18.46 8.63
H36 11.43 14.38 7.71
H37 12.87 14.36 6.98
O5 9.02 13.74 6.80
H38 9.56 12.95 6.94
H39 9.50 14.27 6.12
O6 10.70 11.63 7.28
H40 10.44 10.78 7.56
H41 11.67 11.45 7.08
O7 8.86 9.31 8.25
H42 8.14 9.16 7.60
H43 8.60 10.00 8.89

The value obtained for the LUMO energy is 0.443 eV. As for the total charge: 0. The calculation puts the HOMO-LUMO gap at 9.216 eV. The spin multiplicity is 1. The total energy is -34015.0499 eV. As for the structure (SMILES): COC[C@H](C)N.COC[C@H](C)N.COCCNCCOC.O.O.O. The energy relative to the best compared isomer or geometry (same formula, charge and spin) comes out at 134.3 kJ/mol. For the HOMO energy, the calculation gives -8.77 eV.

***

7.
Molecular formula: C35H53F5O13S
Method: DFT, wB97M-V/def2-TZVPD

Geometry (Å):
C1 1.45 -6.94 2.16
O1 2.18 -6.09 1.30
C2 3.57 -6.33 1.25
C3 4.13 -5.71 -0.02
C4 4.55 -4.22 0.07
C5 4.07 -3.48 1.32
C6 4.05 -1.97 1.09
C7 3.79 -1.17 2.36
C8 3.01 0.12 2.10
C9 1.65 -0.18 1.51
C10 1.22 0.42 0.33
C11 -0.01 0.10 -0.24
C12 -0.82 -0.84 0.38
C13 -0.41 -1.42 1.58
C14 0.81 -1.09 2.15
C15 -1.30 -2.42 2.23
O2 -1.36 -2.58 3.42
C16 -2.11 -3.23 1.26
S1 -2.42 -4.91 1.72
O3 -1.37 -5.32 2.60
O4 -2.72 -5.72 0.57
C17 -3.96 -4.81 2.80
F1 -3.68 -5.39 3.96
F2 -4.25 -3.51 3.00
C18 -5.20 -5.50 2.19
F3 -6.23 -5.38 3.02
F4 -4.96 -6.79 2.00
F5 -5.52 -4.93 1.03
C19 -2.52 -2.69 0.10
C20 -3.32 -3.34 -0.99
C21 -2.38 -3.78 -2.12
O5 -2.80 -3.10 -3.32
C22 -1.97 -3.25 -4.38
O6 -1.49 -4.29 -4.74
C23 -2.12 -1.26 -0.18
O7 -2.86 -0.54 -0.81
H1 1.20 -6.45 3.10
H2 0.51 -7.21 1.66
H3 2.00 -7.86 2.37
H4 3.75 -7.41 1.23
H5 4.07 -5.95 2.15
H6 4.99 -6.31 -0.32
H7 3.37 -5.85 -0.79
H8 5.64 -4.15 -0.01
H9 4.14 -3.71 -0.80
H10 3.07 -3.81 1.62
H11 4.78 -3.67 2.13
H12 3.29 -1.77 0.32
H13 5.00 -1.65 0.65
H14 3.28 -1.79 3.11
H15 4.75 -0.91 2.81
H16 3.57 0.70 1.36
H17 2.90 0.71 3.01
H18 1.87 1.14 -0.15
H19 -0.32 0.56 -1.16
H20 1.09 -1.56 3.08
H21 -3.98 -2.58 -1.40
H22 -3.93 -4.16 -0.64
H23 -2.41 -4.86 -2.26
H24 -1.34 -3.50 -1.91
H25 -1.76 -2.31 -4.90
C24 -1.77 1.37 -3.44
O8 -0.99 2.25 -4.21
C25 -0.60 1.69 -5.45
C26 -0.21 2.78 -6.43
O9 -1.31 3.44 -7.02
C27 -2.00 4.40 -6.22
C28 -1.26 5.71 -6.06
O10 -0.25 5.60 -5.07
C29 0.70 6.63 -5.17
H26 -1.22 0.46 -3.20
H27 -2.04 1.88 -2.51
H28 -2.70 1.10 -3.96
H29 -1.42 1.10 -5.87
H30 0.26 1.03 -5.29
H31 0.31 2.30 -7.26
H32 0.48 3.49 -5.96
H33 -2.27 3.98 -5.25
H34 -2.92 4.60 -6.77
H35 -1.98 6.48 -5.75
H36 -0.82 5.99 -7.02
H37 1.21 6.61 -6.14
H38 1.44 6.47 -4.38
H39 0.24 7.61 -5.03
C30 2.14 4.24 5.68
O11 1.11 4.25 4.73
C31 -0.18 4.33 5.32
C32 -1.20 4.84 4.33
O12 -1.16 6.24 4.12
C33 -0.12 6.74 3.30
C34 -0.32 6.49 1.82
O13 0.04 5.16 1.49
C35 -0.50 4.74 0.26
H40 2.06 3.38 6.36
H41 3.08 4.18 5.15
H42 2.13 5.16 6.28
H43 -0.15 5.01 6.18
H44 -0.48 3.33 5.66
H45 -2.19 4.64 4.75
H46 -1.12 4.29 3.39
H47 0.85 6.37 3.62
H48 -0.14 7.82 3.45
H49 0.31 7.19 1.25
H50 -1.37 6.67 1.56
H51 -1.59 4.77 0.27
H52 -0.18 3.71 0.10
H53 -0.13 5.36 -0.57

The value obtained for the LUMO energy is -1.564 eV. As for the total charge: 0. The calculation puts the HOMO-LUMO gap at 7.774 eV. The spin multiplicity is 1. The total energy is -88189.5545 eV. As for the structure (SMILES): COCCCCCCCc1ccc2c(c1)C(=O)C(S(=O)(=O)C(F)(F)C(F)(F)F)=C(CCOC=O)C2=O.COCCOCCOC.COCCOCCOC. For the HOMO energy, the calculation gives -9.34 eV.

***

8.
Molecular formula: C37H37BF3N12S2TaTe
Method: DFT, wB97M-V/def2-TZVPD

Geometry (Å):
Ta1 -0.23 0.51 -0.29
C1 0.16 -3.19 0.21
C2 1.27 -2.27 0.57
C3 2.46 -2.64 1.17
C4 3.17 -1.46 1.36
N1 2.45 -0.44 0.90
N2 1.28 -0.91 0.37
B1 2.94 1.01 0.63
N3 1.97 2.03 1.30
C5 2.31 3.15 1.95
C6 1.16 3.87 2.24
C7 0.12 3.13 1.69
C8 -1.31 3.54 1.66
N4 0.62 2.00 1.14
N5 2.79 1.16 -0.90
C9 3.70 1.48 -1.82
C10 3.10 1.51 -3.06
C11 1.77 1.22 -2.85
C12 0.79 1.10 -3.98
N6 1.56 1.00 -1.50
N7 4.30 1.18 1.21
C13 4.61 1.15 2.54
C14 5.97 1.22 2.66
C15 6.45 1.30 1.33
C16 7.86 1.41 0.87
N8 5.45 1.26 0.47
H1 0.57 -4.13 -0.15
H2 -0.45 -3.40 1.10
H3 -0.50 -2.80 -0.55
H4 2.77 -3.64 1.43
H5 4.14 -1.29 1.79
H6 3.34 3.37 2.17
H7 1.09 4.81 2.75
H8 -1.53 4.14 2.54
H9 -1.52 4.16 0.79
H10 -2.00 2.69 1.65
H11 4.72 1.65 -1.50
H12 3.56 1.73 -4.00
H13 1.29 1.49 -4.87
H14 0.54 0.06 -4.19
H15 -0.12 1.67 -3.84
H16 3.85 1.07 3.30
H17 6.55 1.22 3.57
H18 8.55 1.27 1.70
H19 8.09 0.67 0.10
H20 8.05 2.40 0.44
C17 -1.62 0.93 4.52
N9 -2.61 0.08 3.85
C18 -3.82 -0.27 4.40
C19 -4.36 -1.22 3.61
N10 -3.48 -1.43 2.57
C20 -2.42 -0.61 2.72
S1 -0.90 -0.69 1.86
C21 -3.65 -2.48 1.59
C22 -3.97 -3.75 2.04
C23 -4.18 -4.73 1.08
C24 -4.06 -4.39 -0.26
C25 -3.72 -3.09 -0.58
N11 -3.51 -2.13 0.32
H21 -2.15 1.67 5.12
H22 -0.99 1.42 3.79
H23 -1.00 0.31 5.17
H24 -4.18 0.17 5.31
H25 -5.30 -1.74 3.68
H26 -4.04 -3.97 3.10
H27 -4.44 -5.73 1.38
H28 -4.23 -5.12 -1.04
H29 -3.62 -2.79 -1.62
F1 -4.56 4.66 -2.68
C26 -3.38 4.11 -2.44
F2 -2.57 5.04 -1.90
F3 -2.84 3.73 -3.61
C27 -3.50 2.92 -1.52
C28 -4.72 2.42 -1.11
C29 -4.77 1.28 -0.32
C30 -3.59 0.67 0.06
N12 -2.39 1.19 -0.28
C31 -2.35 2.27 -1.08
S2 -0.70 2.58 -1.52
H30 -5.64 2.91 -1.42
H31 -5.71 0.85 -0.01
H32 -3.59 -0.25 0.61
Te1 -1.57 -0.82 -2.40
C32 -0.32 -2.13 -3.40
C33 1.06 -2.21 -3.16
C34 1.82 -3.08 -3.91
C35 1.23 -3.86 -4.90
C36 -0.13 -3.78 -5.14
C37 -0.92 -2.91 -4.41
H33 1.52 -1.59 -2.40
H34 2.89 -3.14 -3.73
H35 1.84 -4.54 -5.48
H36 -0.59 -4.38 -5.92
H37 -1.98 -2.83 -4.61

The value obtained for the LUMO energy (alpha / beta) is -10.059 / -10.867 eV. As for the total charge: +3. The calculation puts the HOMO-LUMO gap (alpha / beta) at 5.455 / 4.647 eV. The spin multiplicity is 2. The total energy is -96176.2312 eV. The expectation value of S² is 0.7640. The energy relative to the best compared isomer or geometry (same formula, charge and spin) comes out at 148.4 kJ/mol. For the HOMO energy (alpha / beta), the calculation gives -15.51 / -15.51 eV.